# C31H50BrHgN4P3

C31H50BrHgN4P3 as an isolated structure (the ωB97M-V functional and the def2-TZVPD basis, the Open Molecules 2025 dataset).

The HOMO energy is -0.4931 Ha. The total energy comes out at -5181.194249 hartree. The molecular weight is 852.2 g/mol. Its net charge is +2.

Atoms and positions in Å:
C1 1.78 3.76 -0.70
C2 0.76 3.09 -1.42
C3 0.89 3.00 -2.83
C4 1.99 3.61 -3.44
N1 2.94 4.24 -2.74
C5 2.84 4.34 -1.41
C6 -0.32 2.46 -0.74
C7 -1.34 1.95 -0.19
C8 -2.70 2.13 0.26
C9 -3.46 1.07 0.78
C10 -4.77 1.29 1.23
C11 -5.32 2.57 1.07
C12 -4.60 3.62 0.51
C13 -3.28 3.40 0.12
Hg1 -0.09 -0.14 -0.09
P1 2.36 -0.58 -0.67
H1 0.15 2.47 -3.43
H2 1.76 3.82 0.39
H3 2.10 3.58 -4.53
H4 3.62 4.89 -0.88
H5 -2.67 4.19 -0.31
H6 -3.04 0.07 0.82
H7 -5.05 4.60 0.37
H8 -5.35 0.49 1.68
C14 2.85 -2.30 -0.26
C15 3.99 -2.93 -1.07
H9 1.94 -2.91 -0.39
H10 3.09 -2.33 0.81
H11 4.14 -3.96 -0.73
H12 3.77 -2.97 -2.14
H13 4.94 -2.40 -0.93
C16 2.56 -0.29 -2.47
C17 3.93 0.15 -2.97
H14 1.82 0.49 -2.73
H15 2.23 -1.21 -2.98
H16 3.90 0.27 -4.06
H17 4.23 1.12 -2.55
H18 4.72 -0.58 -2.75
C18 3.49 0.57 0.20
C19 4.95 0.15 0.35
H19 3.05 0.74 1.20
H20 3.42 1.54 -0.32
H21 5.49 0.93 0.91
H22 5.06 -0.78 0.92
H23 5.46 0.04 -0.61
Br1 -7.11 2.86 1.64
P2 -1.53 -1.56 -1.58
C20 -0.48 -2.55 -2.72
C21 -1.14 -3.79 -3.32
H24 0.41 -2.84 -2.14
H25 -0.12 -1.88 -3.52
H26 -0.41 -4.31 -3.97
H27 -1.44 -4.50 -2.55
H28 -2.01 -3.55 -3.95
C22 -2.58 -2.67 -0.57
C23 -3.92 -3.11 -1.17
H29 -2.77 -2.13 0.38
H30 -1.98 -3.55 -0.29
H31 -4.45 -3.76 -0.46
H32 -4.58 -2.26 -1.38
H33 -3.79 -3.69 -2.10
C24 -2.58 -0.39 -2.52
C25 -3.10 -0.87 -3.88
H34 -1.97 0.51 -2.65
H35 -3.42 -0.09 -1.87
H36 -3.69 -0.07 -4.34
H37 -2.28 -1.10 -4.57
H38 -3.76 -1.74 -3.80
C26 1.23 -1.63 5.09
N2 1.25 -0.27 4.48
C27 0.05 0.51 4.91
N3 -1.22 -0.21 4.66
C28 -1.17 -1.56 5.28
N4 -0.02 -2.37 4.85
C29 -0.15 -2.79 3.45
P3 -0.17 -1.27 2.35
C30 1.33 -0.36 3.03
C31 -1.50 -0.29 3.22
H39 1.34 -1.51 6.18
H40 2.08 -2.19 4.67
H41 0.04 1.46 4.35
H42 0.14 0.69 5.99
H43 -2.10 -2.09 5.01
H44 -1.10 -1.43 6.37
H45 0.69 -3.44 3.17
H46 -1.08 -3.34 3.31
H47 1.37 0.65 2.59
H48 2.25 -0.90 2.74
H49 -2.47 -0.79 3.06
H50 -1.55 0.72 2.78

Atom charges from the Mulliken analysis, given in e for atoms 1 to 8: atom 1 (C): -0.348, atom 2 (C): 0.729, atom 3 (C): -0.186, atom 4 (C): -0.538, atom 5 (N): -0.514, atom 6 (C): -0.416, atom 7 (C): 0.180, atom 8 (C): -1.245



# C7H13N

A 2-piece molecular cluster, C7H13N overall (the ωB97M-V functional and the def2-TZVPD basis, the Open Molecules 2025 dataset).

The energy above the lowest of the compared OMol25 structures with the same formula, charge and spin comes out at 4.222 eV. As for the SMILES: [H]/N=C/C=C.C=CCC. The HOMO energy is -0.3220 Ha. The total energy comes out at -329.116297 hartree. The molecular weight is 111.2 g/mol.

Atoms and positions in Å:
H1 -2.56 0.53 2.36
N1 -2.22 0.97 1.50
C1 -1.63 0.14 0.71
C2 -1.62 0.55 -0.80
C3 -1.78 -0.40 -1.73
H2 -1.70 -0.95 0.83
H3 -2.07 1.53 -0.96
H4 -1.44 -1.41 -1.57
H5 -2.12 -0.17 -2.73
C4 1.96 -1.73 -0.03
C5 1.80 -0.85 0.96
C6 1.26 0.52 0.82
C7 1.24 1.15 -0.51
H6 1.91 -1.44 -1.07
H7 2.18 -2.77 0.18
H8 1.79 -1.22 1.98
H9 -0.01 0.39 1.05
H10 1.63 1.18 1.60
H11 2.03 0.84 -1.20
H12 1.24 2.24 -0.47
H13 0.11 0.91 -0.92

Atom charges from the natural (NBO) analysis, given in e for atoms 1 to 8: atom 1 (H): 0.340, atom 2 (N): -0.612, atom 3 (C): 0.030, atom 4 (C): -0.271, atom 5 (C): -0.347, atom 6 (H): 0.182, atom 7 (H): 0.232, atom 8 (H): 0.194



# C6H26FeO16

C6H26FeO16 as an isolated structure (the ωB97M-V functional and the def2-TZVPD basis, the Open Molecules 2025 dataset).

The energy above the lowest of the compared OMol25 structures with the same formula, charge and spin comes out at 0.000 eV. The HOMO energy (spin up / spin down) is -0.2990 / -0.2988 Ha. As for the multiplicity: 5. Its expectation value of S² is 6.0130. The total energy comes out at -2711.683229 hartree. The molecular weight is 410.1 g/mol.

Atoms and positions in Å:
Fe1 -3.08 2.43 -2.23
C1 0.26 0.33 -1.58
C2 1.22 -0.42 -0.91
C3 0.75 -1.38 0.15
O1 1.57 -2.02 0.86
C4 -0.61 -1.54 0.45
C5 -1.60 -0.76 -0.20
C6 -1.10 0.18 -1.32
O2 -2.01 0.75 -1.99
O3 -2.78 -0.66 0.18
O4 2.41 -0.06 -1.04
H1 0.54 1.01 -2.37
H2 -0.88 -2.25 1.21
O5 1.23 3.50 -3.15
H3 1.58 3.26 -4.02
H4 1.98 3.37 -2.55
O6 1.21 -0.10 3.36
H5 1.57 -0.60 2.61
H6 0.34 -0.47 3.51
O7 -3.93 -3.33 0.14
H7 -3.34 -3.82 -0.43
H8 -3.44 -2.53 0.37
O8 -1.28 3.48 -2.40
H9 -0.40 3.11 -2.19
H10 -1.09 4.34 -2.81
O9 3.11 -2.93 3.21
H11 2.45 -2.59 3.82
H12 2.65 -2.97 2.36
O10 -1.53 -0.99 3.30
H13 -2.37 -1.17 2.88
H14 -1.48 -0.02 3.34
O11 -4.41 1.30 1.03
H15 -4.51 0.97 1.93
H16 -3.60 0.88 0.69
O12 3.01 -0.19 -3.83
H17 3.44 -1.04 -3.67
H18 2.68 0.08 -2.97
O13 -3.29 2.59 -0.18
H19 -3.96 2.30 0.47
H20 -2.73 3.22 0.29
O14 3.00 2.99 -1.20
H21 3.37 3.33 -0.38
H22 2.80 2.06 -1.01
O15 3.99 0.26 1.34
H23 3.44 0.10 0.56
H24 4.12 -0.61 1.73
O16 0.41 -4.77 1.05
H25 0.82 -3.94 0.75
H26 -0.52 -4.68 0.82

Atom charges from the natural (NBO) analysis, given in e for atoms 1 to 8: atom 1 (Fe): 1.644, atom 2 (C): -0.490, atom 3 (C): 0.534, atom 4 (C): 0.393, atom 5 (O): -0.681, atom 6 (C): -0.498, atom 7 (C): 0.430, atom 8 (C): 0.421



# C15H37GaGeN3OS4SbSi

C15H37GaGeN3OS4SbSi as an isolated structure (the ωB97M-V functional and the def2-TZVPD basis, the Open Molecules 2025 dataset).

The energy above the lowest of the compared OMol25 structures with the same formula, charge and spin comes out at 2.726 eV. The HOMO energy (spin up / spin down) is -0.3583 / -0.3976 Ha. As for the multiplicity: 2. Its expectation value of S² is 0.7563. The total energy comes out at -6957.264789 hartree. The molecular weight is 695.9 g/mol. Its net charge is +1.

Atoms and positions in Å:
Ga1 -1.99 0.37 -0.15
S1 4.81 -0.36 1.31
Sb1 2.71 -0.77 1.78
S2 1.65 -1.30 -0.43
S3 1.15 0.70 -0.12
O1 -4.53 -0.18 -0.27
H1 -5.33 0.16 -0.68
H2 -4.79 -0.97 0.22
C1 3.86 2.15 -1.37
Si1 2.09 1.84 -1.79
C2 1.87 0.86 -3.33
C3 1.02 3.35 -1.73
H3 4.35 2.64 -2.21
H4 4.37 1.20 -1.17
H5 3.96 2.78 -0.49
H6 2.64 1.16 -4.05
H7 0.89 1.04 -3.78
H8 1.99 -0.21 -3.15
H9 1.37 4.09 -2.46
H10 1.06 3.82 -0.74
H11 -0.01 3.10 -1.96
C4 -0.30 -1.68 5.74
C5 -0.95 -0.30 5.83
C6 -1.83 0.07 4.64
C7 -1.10 0.13 3.28
Ge1 -1.19 -1.52 2.21
C8 -3.09 -2.06 2.07
C9 -3.51 -3.14 3.09
C10 -2.97 -4.53 2.77
C11 -3.36 -5.57 3.81
H12 0.23 -1.92 6.67
H13 0.42 -1.74 4.93
H14 -1.05 -2.46 5.58
H15 -0.17 0.46 5.93
H16 -1.55 -0.25 6.73
H17 -2.26 1.05 4.84
H18 -2.68 -0.62 4.59
H19 -0.06 0.43 3.42
H20 -1.55 0.90 2.66
H21 -0.43 -2.66 2.90
H22 -3.31 -2.42 1.06
H23 -3.65 -1.13 2.23
H24 -4.61 -3.20 3.12
H25 -3.20 -2.86 4.10
H26 -1.88 -4.49 2.69
H27 -3.34 -4.84 1.78
H28 -2.99 -5.28 4.80
H29 -2.96 -6.55 3.58
H30 -4.45 -5.66 3.88
C12 -2.96 2.16 -5.34
C13 -3.62 1.17 -4.38
C14 -2.64 0.21 -3.78
N1 -2.27 0.21 -2.55
N2 -1.33 -0.75 -2.23
C15 -1.00 -1.48 -3.26
N3 -0.09 -2.47 -3.23
S4 -1.83 -1.01 -4.71
H31 -3.69 2.87 -5.73
H32 -2.51 1.65 -6.20
H33 -2.17 2.73 -4.84
H34 -4.40 0.61 -4.90
H35 -4.08 1.70 -3.55
H36 0.31 -2.70 -2.33
H37 -0.01 -3.13 -3.98

Atom charges from the natural (NBO) analysis, given in e for atoms 1 to 8: atom 1 (Ga): 0.750, atom 2 (S): -0.618, atom 3 (Sb): 1.025, atom 4 (S): -0.408, atom 5 (S): -0.361, atom 6 (O): -0.957, atom 7 (H): 0.498, atom 8 (H): 0.497